{"formula": "C32H77N3O8", "method": "ωB97M-V/def2-TZVPD", "symbols": ["C", "C", "C", "C", "C", "C", "N", "O", "C", "C", "C", "H", "H", "H", "H", "H", "H", "H", "H", "H", "H", "H", "H", "H", "H", "H", "H", "H", "H", "H", "C", "C", "C", "C", "C", "C", "N", "O", "C", "C", "C", "H", "H", "H", "H", "H", "H", "H", "H", "H", "H", "H", "H", "H", "H", "H", "H", "H", "H", "H", "C", "C", "C", "C", "C", "C", "N", "O", "C", "C", "C", "H", "H", "H", "H", "H", "H", "H", "H", "H", "H", "H", "H", "H", "H", "H", "H", "H", "H", "H", "C", "O", "H", "H", "H", "H", "C", "O", "H", "H", "H", "H", "C", "O", "H", "H", "H", "H", "C", "O", "H", "H", "H", "H", "C", "O", "H", "H", "H", "H"], "positions_angstrom": [[-6.55824, 0.68003, 2.18038], [-5.61604, 1.14653, 1.07024], [-4.68366, -0.03106, 0.71637], [-3.92140, 0.13575, -0.64956], [-4.99079, 0.39598, -1.66812], [-5.73468, 1.65887, -1.43002], [-6.38815, 1.51743, -0.09987], [-7.16069, 2.68095, 0.16784], [-4.81232, 2.92409, -1.66042], [-6.85480, 1.83544, -2.41116], [-4.73086, 2.34062, 1.59373], [-7.18696, -0.17912, 1.91524], [-7.17770, 1.47803, 2.51215], [-5.93931, 0.38949, 3.06808], [-3.95315, -0.06723, 1.52582], [-5.31104, -0.86126, 0.78401], [-3.35876, -0.76111, -0.81199], [-3.17243, 0.90954, -0.50277], [-5.71444, -0.46130, -1.61224], [-4.63172, 0.30382, -2.75285], [-4.75480, 3.10321, -2.71670], [-5.33433, 3.76464, -1.19520], [-3.83369, 2.83494, -1.20803], [-6.47944, 1.63850, -3.45887], [-7.66995, 1.07869, -2.20893], [-7.28442, 2.85229, -2.29292], [-4.06837, 2.12134, 2.37842], [-5.30347, 3.25260, 1.77667], [-3.96282, 2.71878, 0.85479], [-6.49669, 3.39753, 0.31847], [-1.51680, 5.49622, 0.75071], [-0.50038, 4.85025, 1.73377], [-0.94659, 3.43057, 2.26446], [-0.91517, 2.36922, 1.15151], [0.47929, 2.22930, 0.61708], [1.01219, 3.53118, 0.11395], [0.89127, 4.58138, 1.16003], [1.49676, 5.75354, 0.74049], [2.50534, 3.31026, -0.26421], [0.39512, 3.88183, -1.21627], [-0.33659, 5.79140, 2.91750], [-2.20940, 6.06149, 1.43832], [-2.16145, 4.84087, 0.18474], [-1.09184, 6.26056, 0.11087], [-0.20548, 3.18839, 3.02485], [-1.92584, 3.54903, 2.72159], [-1.58574, 2.65446, 0.32018], [-1.29878, 1.38995, 1.45898], [0.42243, 1.56485, -0.29174], [1.14762, 1.84958, 1.34357], [3.26583, 3.27672, 0.54034], [2.62395, 2.42119, -0.89484], [2.86155, 4.09592, -0.93806], [-0.72528, 3.92351, -1.24662], [0.75765, 4.82757, -1.67149], [0.70382, 3.12428, -1.98121], [-1.17285, 5.63809, 3.56011], [-0.25975, 6.84395, 2.60421], [0.56773, 5.54797, 3.48024], [2.26516, 5.97816, 1.24554], [7.89703, -1.87232, -0.91391], [6.61724, -2.48919, -1.42363], [5.96043, -3.22862, -0.23594], [5.20531, -2.23867, 0.67127], [4.09972, -1.48152, -0.03307], [4.66873, -0.70853, -1.23057], [5.51873, -1.59394, -2.01701], [6.00509, -0.94184, -3.15718], [3.54914, -0.24711, -2.14228], [5.56044, 0.46053, -0.76851], [7.01204, -3.49587, -2.54344], [8.58708, -2.71861, -0.71640], [7.81554, -1.21859, -0.07016], [8.40649, -1.42314, -1.74484], [5.27991, -4.05751, -0.58774], [6.73879, -3.67381, 0.36480], [5.82149, -1.44453, 1.04100], [4.89731, -2.78932, 1.63711], [3.59765, -0.81476, 0.67918], [3.38334, -2.18287, -0.45948], [2.79304, 0.15435, -1.49806], [3.84795, 0.52140, -2.83663], [2.97593, -1.06321, -2.58594], [4.98363, 1.15066, -0.11890], [6.42750, 0.12188, -0.15427], [5.87815, 1.00102, -1.58709], [7.22204, -2.92517, -3.42294], [6.14238, -4.10812, -2.75772], [7.78333, -4.18568, -2.25415], [5.57537, -1.34081, -3.91544], [0.70299, -5.67926, -0.95451], [0.09246, -5.00441, 0.14183], [0.00594, -5.73705, -1.81139], [1.58035, -5.11494, -1.32715], [1.06882, -6.65380, -0.65486], [-0.51785, -4.30039, -0.21310], [-3.13038, -4.58121, -2.63658], [-2.78708, -4.26917, -1.30678], [-4.21742, -4.68723, -2.69180], [-2.74252, -3.84223, -3.29853], [-2.71702, -5.59320, -2.89820], [-3.10848, -3.38893, -1.09624], [0.33273, -1.65428, 0.04702], [-0.93438, -2.28746, 0.04126], [0.91550, -2.05218, -0.79242], [0.29583, -0.60289, -0.07272], [0.89727, -1.85419, 0.94778], [-1.38461, -2.26068, 0.91074], [2.54574, -4.80170, 2.73535], [1.88702, -3.82127, 1.89511], [3.63604, -4.61941, 2.68685], [2.19003, -4.60204, 3.77234], [2.29011, -5.84647, 2.48061], [1.12190, -4.19648, 1.39652], [-1.41376, -3.04397, 3.35661], [-2.37496, -2.86210, 2.27681], [-1.60449, -4.02497, 3.84639], [-0.43361, -2.95332, 2.95361], [-1.56073, -2.18872, 4.05321], [-2.34480, -3.70179, 1.83308]], "forces_ev_per_angstrom": [[1.0, -0.5, 0.8], [1.4, 0.7, 0.4], [1.3, 2.1, -0.3], [-1.0, -0.2, 2.0], [0.3, -2.0, -2.2], [0.3, 1.2, 0.3], [-0.3, 0.3, -0.5], [0.7, 0.4, 0.2], [-1.0, -0.8, 1.3], [-1.3, -0.8, -1.1], [0.1, 0.9, -2.5], [0.2, 0.3, -0.2], [-0.7, 0.7, 0.2], [-0.4, 0.1, -0.7], [0.0, -0.3, 0.1], [-0.6, -1.9, -0.4], [0.3, -0.6, -0.4], [-0.1, 0.3, -0.3], [0.4, 0.7, 0.1], [-0.2, 0.6, 1.4], [0.2, 0.1, -0.5], [0.2, 0.2, -0.2], [0.2, 0.0, -0.1], [-0.4, 0.5, 1.0], [0.8, 0.8, -0.2], [0.2, -0.7, -0.4], [0.2, -0.6, 1.7], [-0.1, -0.2, 0.6], [-0.9, -0.7, 0.1], [-0.8, -0.5, -0.1], [-0.8, 0.8, 1.8], [1.0, -1.0, -1.1], [0.3, 0.9, -0.9], [-0.9, 0.2, 0.2], [-1.1, -0.4, -1.6], [1.6, 1.1, -0.6], [-0.5, -1.3, 1.2], [-1.1, 1.2, -1.8], [0.8, 0.5, -0.1], [-1.2, 0.3, -2.1], [1.0, 0.2, -0.5], [0.4, -0.4, -0.8], [0.1, -0.4, -0.3], [0.4, -0.1, -0.2], [-0.1, -0.2, 0.2], [-0.2, -0.1, 0.1], [0.2, 0.1, 0.3], [0.1, 0.1, 0.4], [0.4, 0.3, 1.0], [0.7, -0.7, 0.8], [-0.8, -0.2, 0.0], [-0.2, -0.2, 0.4], [-0.2, 0.2, 0.2], [1.0, -0.1, 0.2], [-0.1, -0.3, 0.7], [-0.3, 0.3, 0.7], [-0.7, 0.2, 0.6], [-0.2, -0.4, 0.1], [0.0, -0.1, 0.0], [0.5, -0.5, 0.9], [0.9, -0.8, -0.9], [-1.4, -0.5, -0.1], [-1.0, 0.3, -0.3], [-0.5, -1.2, 1.3], [-0.1, -0.7, -0.5], [1.4, 0.4, 0.3], [0.7, -2.8, 0.0], [0.6, 0.9, 0.0], [-0.6, -0.1, 0.8], [-1.2, -0.5, 2.8], [-1.6, 0.5, 0.8], [-0.5, 0.4, 0.5], [0.1, 0.2, 0.4], [0.2, 1.0, -0.4], [0.5, 0.9, 0.3], [0.3, -0.4, 0.1], [1.1, 0.2, 0.3], [-0.1, 0.8, -1.6], [0.0, 0.0, -0.4], [-0.3, -0.1, 0.2], [-0.5, 0.8, 0.5], [0.1, 0.0, -0.4], [0.6, -0.2, -0.5], [0.2, -0.2, -0.3], [-0.7, 0.3, -0.7], [0.9, 1.1, -1.8], [0.7, 0.1, -0.6], [-0.3, -0.1, -0.1], [0.6, 0.0, 0.1], [-0.3, -0.2, 0.0], [0.2, 1.0, -0.8], [-0.8, 0.5, -0.4], [0.2, -0.3, 0.5], [-0.2, -0.1, 0.2], [-0.3, -0.2, 0.2], [0.7, -0.7, 0.4], [-0.4, -1.6, 0.4], [0.5, -0.3, 0.6], [0.0, 0.2, -0.5], [0.1, 0.5, -0.8], [-0.1, 1.0, 0.3], [0.1, 0.1, -0.1], [0.4, -1.0, -0.1], [-0.3, -0.1, -0.1], [-0.2, 0.0, 0.1], [-0.4, 1.2, -0.2], [0.1, -0.2, 0.3], [0.3, 0.3, -0.2], [-0.9, 0.9, 0.2], [0.2, -0.6, 0.1], [-0.6, -0.3, 0.0], [0.5, -0.4, -0.4], [0.2, 0.5, -0.1], [0.8, -0.2, 0.3], [-1.5, 0.6, 0.5], [0.5, 0.2, 0.8], [0.4, 0.8, -0.1], [1.0, -0.3, -0.2], [0.0, -0.8, -0.3], [-0.4, -0.7, -0.6]], "mulliken_charge": [-2.06, 2.30, -1.87, 0.48, -1.29, 1.98, 0.06, -0.49, -1.44, -2.06, -2.13, 0.42, 0.47, 0.31, 0.42, 0.53, 0.16, -0.39, 0.33, 0.28, 0.61, 0.37, -0.04, 0.37, 0.43, 0.36, 0.63, 0.46, 0.38, 0.36, -1.45, 1.81, -1.52, 1.27, -1.44, 1.97, 0.15, -0.50, -1.98, -1.66, -2.08, 0.47, 0.12, 0.28, 0.37, 0.38, -1.00, 0.44, 0.17, 0.37, 0.48, 0.28, 0.45, 0.07, 0.42, 0.39, 0.49, 0.37, 0.48, 0.32, -1.80, 1.41, -0.99, -0.74, -0.72, 2.12, 0.28, -0.53, -1.89, -1.72, -1.97, 0.47, 0.37, 0.39, 0.23, 0.43, 0.45, 0.12, 0.29, 0.11, 0.13, 0.47, 0.43, 0.21, 0.22, 0.59, 0.46, 0.41, 0.43, 0.35, -0.56, -0.48, 0.20, 0.18, 0.29, 0.23, -0.75, -0.44, 0.31, 0.32, 0.23, 0.28, -0.35, -0.21, 0.22, -0.04, 0.39, 0.12, -0.68, -0.33, 0.18, 0.25, 0.29, 0.40, -0.45, -0.45, 0.30, 0.15, 0.25, 0.26], "mol_weight_g_mol": 631.98, "gap_ha": 0.3185, "e_homo_ev": -8.158, "e_tot_ha": -2031.377476, "total_charge": 0, "e_lumo_ev": 0.51}